(1)
Here is 3 unconnected molecules or ions with the total composition C25H38IN3O8S3 in a non-equilibrium geometry from the Open Molecules 2025 dataset. Energies are from ωB97M-V with the def2-TZVPD basis set.

SMILES string: CCc1c(I)c(CCCN)c(CCC(=O)O)c2ncc(S(C)(=O)=O)nc12.O=S1(=O)CCCC1.O=S1(=O)CCCC1
Net charge: 0
HOMO energy, eV: -8.85
LUMO energy, eV: -0.7
Spin multiplicity: 1

The geometry in XYZ format:
```
78
C25H38IN3O8S3, DFT ωB97M-V with the def2-TZVPD basis set
H 4.61440 1.69451 0.80298
C 4.23623 -0.03324 3.69749
H -3.64089 0.66359 -1.95832
H -4.89306 0.81246 -0.74252
H 3.30038 2.05413 1.97249
C 2.81986 -0.42489 3.35539
H 5.82745 -3.02642 3.30737
C 1.09104 1.28970 -5.39199
S -3.13253 -2.14051 0.85920
H 4.41430 -0.08921 4.76370
C -4.12313 2.71419 -1.48712
C -0.64424 -1.14644 0.27046
H 3.95508 -0.46988 0.69661
O -0.69222 0.41275 -2.39305
H -3.85018 -4.21105 -0.02889
O 2.83754 3.72773 0.14757
H -6.58189 1.29604 -2.38438
H 1.32512 2.29033 -1.02820
H 0.24678 -2.37081 5.99221
O -4.74286 2.11845 -5.12148
C -1.45696 -1.63188 1.31280
C 0.99415 -0.80585 1.79120
S -5.24570 2.58530 -3.85263
H 5.60817 -0.57971 2.08504
I 2.61382 -0.94737 6.40267
H -3.91446 4.34456 -2.95187
H 4.50156 -3.90453 1.68243
C 2.85852 2.54365 -0.00724
C -1.24162 0.71473 -4.95059
H -2.05591 -4.15141 0.09670
O -6.35910 3.49756 -3.78020
H 6.20174 -0.86709 3.70069
C 1.29037 0.42337 -4.14171
N 4.49272 -2.89169 1.69751
H 4.46456 0.98634 3.39536
C -3.89410 3.25860 -2.89264
H 4.18125 -2.67816 3.79472
H -0.62273 2.32994 -6.26725
H -0.55445 0.10466 6.21981
C -1.14094 -0.67999 5.74150
C -2.96089 -3.59776 -0.14249
H 2.48324 0.08899 0.00118
H -2.96624 2.87560 -3.31752
H -1.91380 -1.01392 6.43403
H -2.20994 1.02694 -4.56521
H 1.93185 -0.43238 -4.33551
H -3.23197 2.82157 -0.87009
H -5.50369 0.26972 -3.36141
C 3.09297 0.15756 0.89396
H -1.02732 -1.08823 -0.74316
C 0.15258 -1.29579 2.80007
H 5.20874 -2.58712 1.04705
O -3.85587 -2.47432 2.05112
H -1.66815 -0.24658 4.88918
C -0.32564 1.87650 -5.32300
C 1.93123 -0.89832 4.38831
H -1.37426 0.02945 -5.78701
H -4.93647 3.26040 -1.00359
C -0.28710 -1.83798 5.21166
N 0.56142 -0.72100 0.49770
N -1.12632 -1.71715 2.56351
C -5.57293 1.18353 -2.77679
C 5.32260 -0.96772 3.06240
C 3.54235 1.64511 0.99830
C 4.93312 -2.44853 3.03906
H 1.68733 1.00315 -3.31082
H -2.89971 -3.29239 -1.18810
H -0.97828 -2.55369 4.76854
H 1.18577 0.67221 -6.28756
O 2.23646 1.96904 -1.08574
C 2.31388 -0.36406 2.07284
S -0.34421 -0.16044 -3.67366
H -0.36953 2.64762 -4.55041
O -3.66083 -1.04464 0.08587
O -0.43707 -1.57826 -3.91001
H 1.84837 2.06998 -5.45110
C 0.64735 -1.33178 4.13742
C -4.51709 1.24222 -1.66485
```

(2)
Here is a gas-phase ion, C25H38N3O2 (charge +1) in a non-equilibrium geometry from the Open Molecules 2025 dataset. Energies are from ωB97M-V with the def2-TZVPD basis set.

SMILES string: COCC[NH+](CCOC)[C@H](/C=C/c1ccc(N(C)C)cc1)c1ccc(N(C)C)cc1
Net charge: +1
HOMO energy, eV: -9.94
LUMO energy, eV: -2.1
Spin multiplicity: 1

The geometry in XYZ format:
```
68
C25H38N3O2, DFT ωB97M-V with the def2-TZVPD basis set
C 3.06374 -0.20072 2.67363
H -5.06153 4.89152 -2.78368
H -6.33306 2.45544 -1.67421
C 3.10466 1.32839 7.02436
C 1.48162 0.01738 0.77033
H -0.62269 0.18070 0.76821
H 4.39422 -0.40552 4.35839
C 3.37703 -0.19742 4.01526
C -1.17140 1.92830 -2.71092
C -2.41941 0.71471 -1.04580
H 1.79598 0.31066 -4.02763
H -0.20833 2.17796 -3.17092
H -0.27530 -1.92381 -3.88332
O 2.43343 -1.59923 -3.44041
C 0.12785 -0.98604 -3.49457
C -4.78927 4.16196 -3.55866
H 0.48371 -3.55799 1.77536
C 3.72373 -1.67216 -4.03328
C 0.07775 0.21638 -1.32592
H 3.67947 1.07281 7.92151
C -6.02293 2.25069 -2.71126
H 2.37357 -0.12192 0.14666
H -4.54824 1.05146 -1.00490
C -1.20325 0.95579 -1.70805
O 0.72215 -2.63720 -0.08748
H 0.94487 0.72454 -1.78182
H 4.03545 -2.71289 -3.91055
H 2.22148 1.89332 7.35982
C 1.06839 0.31749 4.53928
H 2.30144 -1.90428 6.88153
H -0.54869 -0.17187 -3.76507
H -1.40105 -2.52165 -2.53546
H -3.84412 4.46313 -4.00898
H 1.62666 -4.38530 0.64277
C -3.60197 1.30226 -1.49533
C -3.57628 2.24336 -2.55424
H 0.29655 0.52710 5.28423
H -2.27994 3.26555 -3.97631
C 2.25748 -0.89777 7.31259
H -6.75318 2.71042 -3.38569
H -2.46999 0.04647 -0.18513
C -0.45672 -3.15615 -0.69845
H -5.58003 4.18291 -4.31361
C 1.75047 0.05697 2.19892
N -4.73121 2.82457 -3.01008
H -0.24538 0.59541 2.85415
C 0.28241 0.11018 0.16474
C -1.01375 -2.07903 -1.61149
H 3.71173 1.96718 6.37665
H 1.41832 -1.01553 -5.17267
H -1.19491 -3.45765 0.07046
N 0.12121 -1.12129 -1.98381
H 2.06732 -2.81253 1.40205
H 1.22932 -0.68258 7.64275
N 2.73107 0.09245 6.36061
C 0.76446 0.33214 3.18004
H -0.18268 -4.02509 -1.32921
H 3.85144 -0.38184 1.93624
H -1.82660 -1.52582 -1.14570
H 2.90743 -0.84433 8.19796
C -2.32678 2.55742 -3.14567
H 0.97999 -1.58444 -1.64785
H -6.02424 1.16293 -2.87178
C 2.38474 0.06415 4.99991
C 1.50306 -0.75446 -4.09823
H 3.77164 -1.37915 -5.09528
H 4.40249 -1.03403 -3.45951
C 1.24455 -3.40436 0.98449
```

Question: Which value of spin multiplicity does entry 2 give?
Answer: 1

Question: What is the formula in the first record?
Answer: C25H38IN3O8S3

Question: Which of these has the lowest LUMO energy?
Answer: C25H38N3O2